[1]
ORCA calculation (wB97M-V/def2-TZVPD) on a molecular structure, C31H26BF10NP3PbS.

Geometry (Å):
Pb1 -1.08906 -1.54528 0.08742
C1 2.35787 -1.55272 -0.64629
P1 1.70921 -0.64621 -2.07748
C2 2.53133 0.95464 -2.07830
C3 2.08947 1.91730 -1.17034
C4 2.74209 3.13595 -1.09148
C5 3.83360 3.39623 -1.90874
C6 4.28070 2.43560 -2.80456
C7 3.63218 1.21184 -2.88910
C8 2.09635 -1.50709 -3.60161
C9 1.93414 -0.86412 -4.82852
C10 2.16757 -1.55843 -6.00310
C11 2.55950 -2.88987 -5.95863
C12 2.71649 -3.53087 -4.73995
C13 2.48198 -2.84344 -3.55986
C14 2.11745 -0.70952 0.56520
C15 3.05242 -0.01988 1.30531
C16 2.32104 0.72246 2.25973
C17 0.98473 0.44029 2.04651
C18 -0.16747 1.00395 2.81338
P2 -1.21411 2.15993 1.79914
C19 -2.09484 3.06446 3.13984
C20 -3.47872 3.11635 3.28021
C21 -4.06520 3.89435 4.27119
C22 -3.27932 4.63554 5.13847
C23 -1.89719 4.60418 5.00200
C24 -1.31572 3.83529 4.00791
C25 -2.53856 1.03264 1.20953
C26 -2.87757 1.07521 -0.14344
C27 -3.82107 0.19796 -0.67046
C28 -4.44744 -0.72058 0.15905
C29 -4.12958 -0.76703 1.51235
C30 -3.18053 0.09920 2.03193
N1 0.84655 -0.42640 0.99628
H1 3.42910 -1.69497 -0.79940
H2 1.87735 -2.53149 -0.60412
H3 1.24984 1.71366 -0.51511
H4 2.39878 3.87548 -0.37999
H5 4.34117 4.35073 -1.84457
H6 5.13442 2.63676 -3.43900
H7 3.98163 0.46164 -3.58735
H8 1.61147 0.16838 -4.85865
H9 2.03345 -1.06210 -6.95551
H10 2.73153 -3.43239 -6.87963
H11 2.99856 -4.57456 -4.70385
H12 2.56476 -3.36208 -2.61478
H13 4.12311 -0.05336 1.16794
H14 2.71237 1.36670 3.03308
H15 0.23813 1.60460 3.62880
H16 -0.78045 0.22216 3.26447
H17 -4.11093 2.54139 2.61579
H18 -5.14399 3.91407 4.36512
H19 -3.73791 5.23594 5.91395
H20 -1.27153 5.18482 5.66854
H21 -0.23648 3.83740 3.89958
H22 -2.36812 1.77152 -0.79776
H23 -4.03182 0.21448 -1.73170
H24 -5.15793 -1.42495 -0.25354
H25 -4.57895 -1.51368 2.15328
H26 -2.91550 0.02331 3.07864
F1 0.00305 -3.24913 -1.53411
B1 -1.00491 -3.57183 -2.56029
F2 -2.19622 -2.96485 -2.10853
F3 -1.12199 -4.93839 -2.64556
F4 -0.58805 -3.00087 -3.75520
F5 -0.22519 -3.56377 1.69401
P3 -1.17168 -3.63027 3.04980
F6 -1.19292 -5.22749 2.95898
F7 0.14809 -3.66088 3.95870
F8 -2.48103 -3.54512 2.08404
F9 -1.14861 -1.98908 3.07684
F10 -2.11782 -3.63946 4.34923
S1 -0.77083 0.55489 -2.97695
C31 -0.08222 -0.39916 -1.86880

Atoms 1-6, force components in eV/Å:
0.05 0.01 -0.01
-0.02 0.02 0.02
0.00 -0.01 0.00
0.00 0.01 -0.02
0.01 0.01 0.00
0.00 0.00 0.00

Values from the calculation:
Charge: -1
Spin multiplicity: 1
Energy relative to the best compared isomer or geometry (same formula, charge and spin), kcal/mol: 0.0
Lowest unoccupied orbital energy, eV: 1.55
DFT total energy, eV: -105875.705
E_HOMO, eV: -5.101


[2]
ORCA calculation (wB97M-V/def2-TZVPD) on 2 unconnected molecules or ions with the total composition C9H9N3O in a non-equilibrium geometry.

Geometry (Å):
C1 0.76321 2.73809 -2.33259
C2 0.12359 1.59342 -1.54974
C3 -1.25427 1.03877 -1.55819
C4 -1.47874 0.00443 -0.75521
C5 -0.73066 -0.58991 0.18337
C6 -0.05132 -2.03926 1.94262
C7 1.58895 -0.75987 0.93553
C8 0.54500 -0.05346 0.15496
C9 0.96990 0.93378 -0.85908
H1 0.15705 3.60557 -2.74141
H2 1.26170 2.40818 -3.20562
H3 1.45616 3.17462 -1.08818
H4 -1.90493 1.44822 -2.18180
H5 -2.52468 0.13314 -0.40953
H6 -1.96296 -1.21340 1.83378
H7 -0.13045 -3.19688 3.49107
H8 -0.94335 -3.76064 2.38559
H9 2.07128 1.07656 -0.99236
N1 -1.06502 -1.57654 1.06017
N2 -0.78523 -2.76266 2.96528
N3 1.20863 -1.83111 1.86992
O1 2.68616 -0.37104 0.85142

Atoms 1-6, force components in eV/Å:
-0.55 2.48 4.03
-4.78 1.54 -4.15
7.00 1.18 1.02
-6.58 0.82 0.94
4.47 1.56 -0.19
-1.69 0.52 -0.26

Values from the calculation:
Charge: 0
Spin multiplicity: 1
Energy relative to the best compared isomer or geometry (same formula, charge and spin), kcal/mol: 111.5
Lowest unoccupied orbital energy, eV: 0.29
DFT total energy, eV: -15991.713
E_HOMO, eV: -8.982


[3]
ORCA calculation (wB97M-V/def2-TZVPD) on 3 unconnected molecules or ions with the total composition C13H13F17N2O4S in a non-equilibrium geometry.

Geometry (Å):
C1 -1.48855 5.04749 1.84711
C2 -2.12811 4.21957 2.41622
N1 -3.02839 3.34644 2.96883
C3 -2.42391 2.05632 3.45796
N2 -1.22319 1.71952 2.70805
S1 -3.92134 4.09028 4.17620
O1 -4.39533 3.09370 5.06800
O2 -3.29687 5.26087 4.67278
F1 -5.11445 4.52698 3.30370
H1 -0.79006 5.76220 1.48029
H2 -2.25176 2.07786 4.53195
H3 -3.15434 1.27443 3.27656
H4 -0.44758 2.21109 3.14205
H5 -1.04292 0.74340 2.91812
C4 2.11478 1.42999 -2.46851
C5 2.41286 2.82331 -3.04661
C6 2.74603 3.94469 -2.05959
F2 1.71271 4.19287 -1.23106
F3 3.00216 5.07504 -2.75731
F4 1.40524 3.20609 -3.85751
F5 3.52741 2.67971 -3.81941
O3 0.75516 1.05530 -2.33904
C7 0.02914 1.35834 -1.21503
C8 -1.15874 2.26876 -1.53180
F6 -0.73396 3.43211 -2.06516
F7 -1.81166 2.53306 -0.38595
F8 0.80363 1.86081 -0.24030
F9 -0.48291 0.19146 -0.75009
H6 2.50641 0.73461 -3.20887
H7 2.67542 1.24529 -1.55206
H8 3.63111 3.68953 -1.47006
H9 -1.83684 1.78568 -2.23881
C9 0.93973 -5.73018 -1.72020
C10 2.05428 -5.94246 -0.68223
C11 1.65343 -6.48683 0.69063
F10 0.82409 -5.64068 1.33139
F11 2.76904 -6.62799 1.44368
F12 2.76665 -4.80504 -0.53769
F13 2.88943 -6.88141 -1.21273
O4 0.44458 -4.41538 -1.88773
C12 -0.58529 -3.92933 -1.12357
C13 -0.14084 -2.72587 -0.29139
F14 0.86252 -3.06858 0.54450
F15 -1.18218 -2.29779 0.45638
F16 -1.14482 -4.88715 -0.36195
F17 -1.53847 -3.48700 -1.97201
H10 1.40925 -5.95446 -2.67641
H11 0.13384 -6.45440 -1.60071
H12 1.17172 -7.46368 0.59282
H13 0.19740 -1.92252 -0.94064

Atoms 1-6, force components in eV/Å:
0.74 0.37 -0.03
-0.85 -0.31 -0.30
0.90 0.21 0.87
0.04 -0.94 -0.29
-0.16 0.24 0.61
0.23 -0.18 0.56

Values from the calculation:
Charge: 0
Spin multiplicity: 1
Lowest unoccupied orbital energy, eV: 0.37
DFT total energy, eV: -81891.541
E_HOMO, eV: -9.591
SMILES: FC(F)C(F)(F)COC(F)(F)C(F)F.FC(F)C(F)(F)COC(F)(F)C(F)F.C#CN(CN)S(=O)(=O)F


[4]
ORCA calculation (wB97M-V/def2-TZVPD) on a molecular structure, C7H15IrN6OS.

Geometry (Å):
Ir1 -0.32546 0.17489 -0.11421
N1 0.57882 1.69924 -1.52214
N2 1.41920 1.11206 -2.49308
C1 1.68958 -0.19420 -2.46982
N3 2.53075 -0.71908 -3.32483
S1 0.90962 -1.25816 -1.32732
H1 -0.11632 2.27378 -2.00086
H2 1.14517 2.31607 -0.93418
H3 1.89166 1.73860 -3.13640
H4 3.02567 -0.17019 -4.01864
H5 2.71560 -1.71481 -3.33242
N4 2.44245 0.57277 2.91261
C2 1.45474 0.20633 2.15181
O1 1.28184 0.75088 0.99885
C3 0.47401 -0.85497 2.54233
C4 -0.75814 -0.67244 1.67398
H6 3.10280 1.28005 2.61259
H7 2.58643 0.15893 3.82489
H8 0.23364 -0.80313 3.60679
H9 0.93875 -1.83002 2.36651
H10 -1.38433 0.17375 2.03543
H11 -1.39973 -1.55220 1.62045
N5 -4.15190 -0.31438 -1.46853
C5 -3.70347 -1.57141 -1.83762
C6 -2.38801 -1.60746 -1.54014
N6 -2.03188 -0.38137 -0.97630
C7 -3.15204 0.37773 -0.96269
H12 -5.10108 0.02720 -1.57815
H13 -4.35505 -2.30989 -2.27456
H14 -1.68781 -2.41120 -1.67874
H15 -3.23192 1.39087 -0.59978

Atoms 1-6, force components in eV/Å:
-0.08 0.15 -0.16
0.07 -0.11 0.04
0.09 -0.01 0.00
-0.06 0.05 0.01
0.00 0.00 0.00
-0.02 -0.03 0.05

Values from the calculation:
Charge: +3
Spin multiplicity: 2
Energy relative to the best compared isomer or geometry (same formula, charge and spin), kcal/mol: 11.2
Lowest unoccupied orbital energy (spin up / spin down), eV: -12.09 / -13.38
⟨S²⟩: 0.7554
DFT total energy, eV: -32137.174
E_HOMO (spin up / spin down), eV: -19.652 / -19.646


[5]
ORCA calculation (wB97M-V/def2-TZVPD) on 2 unconnected molecules or ions with the total composition C4H10N4O in a non-equilibrium geometry.

Geometry (Å):
C1 -2.56408 -0.69491 -0.16528
C2 -0.16629 -0.53152 -0.25275
C3 0.72975 1.83971 -0.76252
C4 2.59480 -0.87496 0.83130
H1 -3.46025 -0.02502 -0.44821
H2 -2.51467 -1.25718 -1.16962
H3 -2.84391 -1.37536 0.76267
H4 -2.37650 1.56358 0.96319
H5 0.90561 -1.63088 -1.02813
H6 1.45581 2.06135 -1.72426
H7 0.80653 2.78994 -0.08948
H8 -0.16758 1.74344 -1.33339
H9 3.68140 -0.92602 0.87793
H10 1.88504 -1.47885 2.00659
N1 -1.41377 0.17954 0.00914
N2 -0.10969 -1.69180 -0.80913
N3 0.83459 0.50621 -0.03738
N4 2.28049 0.07266 -0.10068
O1 -1.50974 0.82984 1.23056

Atoms 1-6, force components in eV/Å:
-2.47 -0.40 -1.11
-1.36 3.09 -0.22
1.34 0.56 -1.23
-1.88 2.79 0.06
1.02 -0.71 1.09
0.52 0.41 1.95

Values from the calculation:
Charge: 0
Spin multiplicity: 1
Energy relative to the best compared isomer or geometry (same formula, charge and spin), kcal/mol: 193.3
Lowest unoccupied orbital energy, eV: 0.44
DFT total energy, eV: -12310.152
E_HOMO, eV: -8.909